A structure of composition C26H40N12OReS. Source: OMol25; level of theory: wB97M-V/def2-TZVPD.

```
81
Properties=species:S:1:pos:R:3:forces:R:3:lowdin_charge:R:1
Re -0.035 -1.432 0.982 0.307 -0.145 -0.798 1.5638
N -0.290 1.847 1.987 0.323 0.155 -0.589 0.2037
C -0.691 0.997 2.913 -0.021 -0.502 0.467 -0.3907
N -1.083 1.480 4.071 -0.067 -0.585 0.199 0.2103
C -1.435 0.610 5.046 0.090 1.035 -0.823 -0.3521
N -1.764 1.084 6.215 0.131 0.831 -0.367 0.2775
N -1.459 -0.744 4.848 -0.157 0.119 0.815 0.2301
C -1.095 -1.164 3.712 0.266 -0.453 -1.320 -0.2668
N -0.663 -0.384 2.614 -0.301 0.087 1.158 -0.0311
C -1.080 -2.639 3.495 0.343 0.256 -0.661 -0.1810
C -1.511 -3.528 4.442 -0.255 -0.844 0.226 0.0639
C -1.430 -4.912 4.180 0.193 1.013 -0.754 0.0690
C -0.870 -5.303 2.958 -0.435 -0.723 0.842 0.0188
C -0.439 -4.354 2.060 -0.001 0.013 -0.090 -0.0787
N -0.563 -3.037 2.298 0.086 0.354 0.334 -0.0503
H -0.205 2.813 2.242 -0.180 0.328 0.325 0.1314
H 0.280 1.561 1.206 -0.089 -0.216 0.038 0.0091
H -1.784 2.096 6.372 0.053 -0.559 -0.105 0.1699
H -2.001 0.475 6.965 -0.253 -0.475 0.572 0.1421
H -1.937 -3.148 5.361 0.062 -0.022 0.025 0.1404
H -1.817 -5.631 4.886 0.059 -0.098 0.093 0.1442
H -0.801 -6.371 2.725 0.118 0.470 -0.039 0.1457
H 0.014 -4.663 1.129 -0.021 0.121 -0.014 0.1134
C 4.640 -1.656 2.319 0.436 -0.104 -0.805 0.0417
C 4.277 -1.650 0.949 0.246 0.312 1.436 0.0113
C 2.954 -1.585 0.635 -0.551 -0.353 0.110 -0.1772
N 1.971 -1.558 1.583 0.313 0.294 0.525 -0.1531
C 2.325 -1.569 2.895 0.063 -0.178 -0.124 -0.0695
C 3.654 -1.644 3.294 -0.327 0.058 -0.355 0.0135
H 5.710 -1.674 2.566 -0.550 -0.034 0.092 0.1520
H 5.036 -1.626 0.193 0.172 -0.114 -0.319 0.1332
H 2.621 -1.578 -0.394 0.040 0.103 -0.043 0.0571
H 1.511 -1.528 3.629 0.461 -0.042 -0.348 0.1170
H 3.903 -1.687 4.341 -0.001 0.077 0.142 0.1368
C -0.470 -5.007 -3.619 -0.435 0.585 0.167 0.0620
N -0.616 -4.120 -2.426 0.489 -0.415 -0.037 -0.0226
C -1.855 -3.473 -1.961 0.462 -0.099 -0.170 0.0511
C -1.305 -2.682 -0.830 -0.698 0.371 0.368 -0.4510
O -1.832 -1.838 -0.031 -0.095 -0.167 -0.414 -0.0905
N -0.022 -2.920 -0.649 0.102 0.599 0.766 0.0169
C 0.381 -3.789 -1.621 0.923 -0.420 -0.475 -0.3434
N 1.653 -4.178 -1.652 -0.748 0.055 -0.260 0.2792
H -1.462 -5.173 -4.053 0.317 0.119 0.066 0.1208
H -0.055 -5.961 -3.338 0.073 -0.338 0.258 0.1048
H 0.191 -4.518 -4.333 -0.153 0.015 -0.130 0.1135
H -2.580 -4.202 -1.609 -0.276 -0.130 -0.038 0.1743
H -2.289 -2.836 -2.722 -0.242 0.084 -0.243 0.1691
H 2.285 -3.822 -0.956 0.056 -0.018 0.045 0.1142
H 2.043 -4.785 -2.356 -0.104 -0.140 -0.158 0.1488
C 0.989 5.688 -1.038 0.192 0.351 -0.047 -0.0974
C 2.238 5.169 -0.341 0.110 -0.322 -0.153 -0.2249
C 2.188 3.677 0.006 -0.205 0.493 0.419 -0.1904
C 2.003 2.829 -1.218 -0.345 0.172 -0.886 -0.1847
N 0.575 2.665 -1.571 -0.490 -0.810 0.141 0.0712
C -0.149 1.584 -1.341 -0.120 -0.254 0.135 -0.6174
S 0.781 0.189 -0.687 -0.517 -0.289 0.293 0.7447
N -1.441 1.491 -1.617 0.451 0.266 0.135 0.0564
C -2.212 2.572 -2.293 -0.519 -0.365 0.365 -0.1556
C -1.982 2.651 -3.778 -0.206 -0.110 -0.453 -0.2258
C -2.774 3.823 -4.341 0.475 -0.005 -0.680 -0.2494
C -2.632 3.860 -5.869 -0.229 0.308 0.049 -0.0868
H 0.990 6.767 -0.986 0.061 0.340 -0.266 0.0915
H 0.071 5.416 -0.542 -0.418 -0.382 0.415 0.0683
H 0.899 5.424 -2.089 0.150 -0.071 -0.251 0.0744
H 2.352 5.735 0.576 0.255 0.080 0.158 0.1171
H 3.133 5.338 -0.967 -0.381 0.099 0.313 0.1332
H 1.347 3.492 0.703 0.420 0.040 -0.124 0.0947
H 3.118 3.381 0.490 0.032 0.000 0.154 0.1241
H 2.409 1.835 -1.134 0.287 -0.091 0.040 0.0543
H 2.470 3.308 -2.081 0.058 -0.087 -0.009 0.1485
H 0.086 3.456 -1.970 0.093 0.169 -0.073 0.1235
H -1.921 0.616 -1.432 0.287 0.312 -0.028 0.1337
H -2.019 3.553 -1.838 0.003 -0.341 0.303 0.1333
H -3.269 2.301 -2.110 0.500 0.413 0.010 0.1496
H -2.357 1.741 -4.240 0.045 -0.273 -0.102 0.1202
H -0.931 2.743 -4.077 -0.005 0.025 0.253 0.1202
H -2.358 4.744 -3.926 -0.170 0.133 0.031 0.1152
H -3.815 3.752 -4.034 -0.155 0.029 -0.008 0.1189
H -1.583 3.990 -6.145 -0.092 0.119 -0.057 0.0814
H -3.228 4.660 -6.312 0.244 0.122 0.151 0.0882
H -2.988 2.961 -6.363 -0.037 -0.353 0.179 0.0770
```
Positions in Å, forces in eV/Å.

As for the total charge: +4. The spin multiplicity is 4. The energy above the lowest of the compared OMol25 structures with the same formula, charge and spin comes out at 0.00 kcal/mol. The expectation value of S² is 3.77. The lowest unoccupied orbital energy (alpha / beta) comes out at -11.37 / -13.13 eV.

A cluster of 2 separate species, C26H41Cl2N4O2 in total. Source: OMol25; level of theory: wB97M-V/def2-TZVPD.

```
75
Properties=species:S:1:pos:R:3:forces:R:3:lowdin_charge:R:1
C 0.245 4.418 -5.278 -0.133 0.352 0.382 -0.1169
C 0.030 2.947 -4.969 0.188 -0.026 -0.419 -0.2619
C 0.826 2.431 -3.766 0.038 0.438 -0.356 -0.1785
C 0.769 3.264 -2.478 0.091 -0.224 0.483 -0.1774
N -0.022 2.686 -1.370 -0.073 0.354 -0.452 0.0467
C -1.211 2.024 -1.672 0.231 0.419 0.078 -0.1847
C -1.421 0.734 -1.294 0.020 -1.674 0.690 -0.1877
C -0.325 -0.029 -0.567 -0.252 0.933 -0.096 -0.6558
Cl -0.495 -1.786 -0.683 0.195 -0.126 -0.074 0.6806
C -0.109 0.485 0.890 1.102 -0.637 -0.009 -0.7169
C 1.400 0.554 1.164 -0.409 -0.523 -0.456 -0.1200
Cl -0.800 -0.610 2.115 -0.557 0.575 0.101 0.6560
C -2.641 0.090 -1.563 -0.120 0.287 0.130 -0.0507
C -3.620 0.744 -2.219 -1.013 -0.511 -0.238 -0.0255
C -3.461 2.060 -2.648 -0.353 -0.189 -0.091 -0.2053
N -4.485 2.661 -3.332 0.973 0.521 0.183 0.1947
C -4.234 3.896 -3.691 -1.204 -0.034 -0.457 -0.2548
C -5.311 4.620 -4.475 0.429 -0.435 0.373 -0.1211
C -5.729 5.949 -3.861 0.002 0.320 -1.042 -0.2384
O -4.884 7.033 -4.269 0.201 -0.194 0.404 -0.0806
C -3.038 4.574 -3.375 0.735 -0.363 0.331 -0.0568
N -2.060 4.006 -2.719 -0.313 -0.059 -0.079 0.1666
C -2.259 2.705 -2.351 0.326 1.015 -0.307 -0.1403
H 1.301 4.673 -5.350 0.172 -0.073 -0.133 0.0762
H -0.165 5.054 -4.496 -0.080 0.028 0.129 0.0490
H -0.249 4.723 -6.195 0.011 -0.103 -0.228 0.0690
H 0.393 2.390 -5.834 -0.087 -0.199 -0.082 0.1030
H -1.035 2.737 -4.912 -0.124 -0.048 0.237 0.0904
H 0.571 1.385 -3.599 -0.067 -0.082 0.269 0.1097
H 1.868 2.431 -4.087 0.164 -0.057 -0.022 0.1052
H 0.429 4.277 -2.639 -0.157 0.099 -0.271 0.0858
H 1.786 3.359 -2.106 0.064 -0.039 0.228 0.1130
H 0.549 2.193 -0.713 0.156 -0.100 -0.036 0.0623
H 0.596 0.204 -1.097 0.196 -0.144 -0.033 0.0925
H -0.548 1.469 1.000 -0.399 0.023 0.113 0.0984
H 1.825 -0.392 0.836 0.166 -0.144 0.121 0.0777
H 1.845 1.330 0.543 0.186 0.234 0.205 0.0723
H 1.624 0.668 2.216 0.045 0.319 0.086 0.0738
H -2.847 -0.918 -1.253 0.304 -0.195 0.143 0.0853
H -4.554 0.245 -2.421 -0.167 0.021 -0.104 0.1144
H -6.154 3.942 -4.557 -0.187 -0.054 0.099 0.1138
H -4.946 4.753 -5.497 -0.069 0.249 -0.133 0.1221
H -5.717 5.896 -2.779 -0.045 0.072 0.202 0.1221
H -6.728 6.196 -4.219 -0.265 -0.117 0.253 0.1110
H -4.458 6.768 -5.087 -0.018 0.136 -0.144 0.0701
H -2.897 5.594 -3.696 -0.005 0.198 0.037 0.1149
C 4.043 -5.653 4.275 -0.128 -0.141 -0.016 -0.0328
C 3.732 -4.155 4.031 1.001 -1.286 0.321 -0.4879
C 3.399 -3.473 5.360 -0.412 0.270 0.169 -0.1357
C 2.027 -3.859 5.912 0.004 -0.029 -0.090 -0.1728
C 0.938 -3.633 4.864 0.322 0.343 0.319 -0.1305
C 1.235 -4.321 3.532 -0.913 -1.473 -0.066 -0.4920
N 2.614 -4.002 3.052 -0.336 2.037 0.903 -0.0789
O 2.630 -2.801 2.562 0.145 -0.388 -0.547 -0.0239
C 1.048 -5.843 3.680 0.211 -0.119 0.143 -0.0370
C 0.204 -3.889 2.497 0.168 0.467 -0.284 -0.0671
C 5.017 -3.562 3.463 -0.077 0.455 -0.306 -0.0485
H 5.111 -5.805 4.426 0.026 0.155 0.028 0.0796
H 3.551 -6.055 5.159 -0.087 -0.007 -0.065 0.0682
H 3.763 -6.261 3.415 -0.034 0.025 -0.002 0.0853
H 3.428 -2.387 5.228 -0.003 -0.017 -0.141 0.1246
H 4.174 -3.716 6.091 0.085 -0.064 -0.094 0.1252
H 2.024 -4.901 6.243 0.019 -0.009 -0.033 0.1004
H 1.811 -3.261 6.799 0.005 -0.004 0.002 0.1126
H -0.022 -3.987 5.245 -0.032 -0.074 -0.115 0.1254
H 0.826 -2.556 4.702 0.062 -0.017 -0.140 0.1227
H 1.349 -6.359 2.767 0.022 0.022 -0.010 0.0914
H -0.004 -6.070 3.853 -0.043 0.133 -0.040 0.0866
H 1.594 -6.278 4.513 0.040 0.024 -0.043 0.0584
H 0.170 -2.807 2.383 0.155 -0.295 -0.045 -0.0157
H -0.790 -4.217 2.801 0.052 -0.094 0.126 0.0924
H 0.417 -4.330 1.521 0.047 0.004 0.013 0.0909
H 5.277 -4.033 2.513 -0.025 0.000 -0.004 0.0936
H 5.835 -3.732 4.162 -0.060 -0.117 0.077 0.0853
H 4.946 -2.487 3.306 -0.114 -0.045 -0.078 0.0771
```
Positions in Å, forces in eV/Å.

As for the total charge: 0. The spin multiplicity is 2. The expectation value of S² is 0.75. The lowest unoccupied orbital energy comes out at -0.09 eV.

Calculated total energy, -60471.995; -62725.860 eV (same order as the records).